Formula: C40H30IN7PSrTe
Source: OMol25
Level of theory: wB97M-V/def2-TZVPD

As for the LUMO energy (spin up / spin down): 1.71 / 1.71 eV. The charge is -1. For the calculated total energy, the calculation gives -2863.4483 a.u. Its frontier orbital gap (spin up / spin down) is 4.72 / 4.32 eV. The value obtained for the largest force on an atom is 0.27 eV/Å. The calculation puts the energy relative to the best compared isomer or geometry (same formula, charge and spin) at 1.1 kJ/mol. For the HOMO energy (spin up / spin down), the calculation gives -3.014 / -2.606 eV.

Cartesian coordinates (Å):
H (2.0821, -5.7237, -3.0769)
C (-4.1512, -0.4960, -2.5879)
C (-0.3045, -3.4417, -2.3055)
H (-5.1072, 2.0956, -0.4326)
H (-1.2000, 3.3904, -1.6011)
H (-1.6344, 0.5168, 7.3967)
H (0.0854, 4.4063, -5.1854)
H (2.1395, 4.2067, -1.4523)
H (2.6747, 1.5898, 6.5974)
C (-0.8816, -1.4642, 4.1143)
C (5.5642, 0.0014, 2.8122)
C (1.5517, 3.7209, -2.2192)
C (4.1812, 0.0374, 2.7336)
C (-0.2228, -0.2860, -4.3092)
C (1.3839, 2.3644, -2.1815)
H (-0.0904, -1.4488, 7.4432)
C (4.3206, -1.1050, 0.7496)
C (2.4440, -3.6505, -2.6460)
C (0.2518, 2.4444, -4.3134)
C (-0.3048, -1.8190, 5.3409)
C (0.4259, 3.8502, -4.3202)
N (-2.3222, 0.2723, 2.9664)
C (-1.9567, 0.3670, 5.2851)
H (-4.2891, -2.4476, 0.1747)
H (-0.3647, -5.5304, -2.7731)
H (3.5172, -3.7245, -2.7680)
C (-4.0331, 2.1024, -0.2806)
H (-1.3757, -3.3744, -2.1661)
C (1.5908, 1.0397, 4.8752)
C (-2.5119, -1.6215, -0.6649)
C (-3.2229, 2.8257, -1.1534)
C (-0.4249, 0.4506, -5.4911)
H (3.8454, -1.5984, -0.0943)
C (1.8745, -2.4375, -2.3005)
H (2.5091, -1.5672, -2.1657)
H (-0.5024, -1.3326, -4.2944)
H (-5.7697, -1.4658, -1.5684)
H (-0.7821, -0.0479, -6.3829)
C (1.6388, -4.7703, -2.8191)
C (0.2685, -4.6610, -2.6478)
C (-1.8480, 2.8163, -0.9483)
C (-0.2637, 1.8009, -5.4647)
C (-3.4999, 1.3825, 0.7714)
H (1.1358, 5.5617, -3.2720)
H (-4.7911, -0.0240, -3.3236)
C (5.6761, -1.1335, 0.8620)
C (-1.9450, -0.8528, -1.6837)
N (2.6503, 1.2775, 5.6436)
H (-0.5061, 2.4078, -6.3291)
H (6.2696, -1.6441, 0.1128)
I (2.6029, 1.3853, -0.7728)
C (-1.2989, 2.0944, 0.0983)
C (3.3721, 0.5540, 3.8173)
C (1.0153, 4.4864, -3.2728)
H (-3.6537, 3.3870, -1.9733)
C (-1.4039, -0.0281, 6.4880)
H (-1.8914, -2.0313, 0.1266)
C (-3.8761, -1.8529, -0.6303)
H (-2.6194, 1.2224, 5.2315)
C (-0.5455, -1.1229, 6.5155)
C (-2.1072, 1.3521, 0.9828)
C (-2.7811, -0.2726, -2.6319)
H (6.0407, 0.4426, 3.6828)
C (-4.7001, -1.2976, -1.5995)
N (6.3614, -0.5420, 1.8997)
N (3.4895, -0.4822, 1.6389)
H (-2.3803, 0.3786, -3.3973)
C (0.2214, 0.2919, -3.1449)
C (-1.6903, -0.3017, 4.0741)
Sr (0.8727, -0.3525, 1.5666)
N (2.0012, 0.5929, 3.7074)
C (0.4931, -2.3173, -2.1312)
N (3.8056, 0.9713, 4.9992)
H (0.5653, 1.1750, 5.1845)
P (-0.1222, -0.6707, -1.5971)
N (-1.4918, 0.6552, 2.0033)
H (-4.1294, 0.8195, 1.4450)
H (-0.2288, 2.1467, 0.2794)
Te (-0.6448, -2.9214, 2.5538)
H (0.3305, -2.6954, 5.3717)
C (0.6182, 1.6731, -3.1716)